# C19H64N6O13

A 13-piece molecular cluster, C19H64N6O13 overall in a non-equilibrium geometry (ωB97M-V/def2-TZVPD, OMol25).

For the lowest unoccupied orbital energy, the calculation gives -0.263 eV. Its charge is 0. As for the relative energy (zero: lowest compared OMol25 entry of this formula, charge and spin): 1.1705 eV. The value obtained for the HOMO energy is -0.3077 Eh. The energy comes out at -56294.273 eV. As for the HOMO-LUMO gap: 8.11 eV.

```
102
Properties=species:S:1:pos:R:3:forces:R:3:lowdin_charge:R:1
C 5.192012 24.964754 3.590863 1.5 0.6 -1.9 -0.110
C 4.845320 25.014490 5.056135 -2.1 0.3 -0.9 -0.252
O 3.984459 23.852726 5.313958 1.7 0.9 1.2 -0.109
H 5.459892 23.955978 3.303305 0.0 -0.4 0.3 0.032
H 6.114359 25.554376 3.293304 -1.0 -0.2 0.6 0.091
H 4.402720 25.216272 2.841263 0.2 0.1 1.0 0.069
H 4.297280 25.989931 5.249527 0.5 -1.1 0.2 0.124
H 5.749724 24.998578 5.669996 -0.4 -0.5 0.1 0.111
H 3.184725 23.881159 4.794698 -0.1 0.5 -0.7 0.013
C 3.286863 21.399828 7.856103 0.2 0.7 -0.6 -0.053
C 2.476074 20.105450 7.886290 -1.1 1.5 2.0 -0.304
O 2.183321 19.555051 6.656100 1.7 -0.5 -1.3 -0.079
H 3.963355 21.535496 8.728501 -0.3 -0.4 -0.6 0.084
H 2.687900 22.324014 7.826198 -0.1 -0.4 0.0 0.048
H 3.863722 21.417605 6.909833 0.1 0.0 0.6 0.064
H 1.527059 20.209200 8.442373 0.2 0.5 -0.2 0.112
H 2.964754 19.414917 8.500998 1.3 -1.4 0.6 0.093
H 1.258933 19.616367 6.531476 -1.5 0.2 -0.4 0.006
C 3.362588 24.823224 0.037802 -0.2 -2.2 2.8 -0.087
C 3.548190 24.260947 -1.311625 0.2 0.7 0.0 -0.299
O 3.076277 22.919784 -1.326147 0.0 -0.3 -1.6 -0.105
H 2.334246 25.054703 0.289300 -0.2 0.1 -0.1 0.062
H 3.973889 25.658804 0.156083 0.8 1.7 0.2 0.062
H 3.723020 24.098530 0.886192 -0.6 1.0 -1.6 0.105
H 4.624134 24.286346 -1.516979 -0.2 -0.1 -0.5 0.120
H 2.976149 24.902603 -2.004774 0.4 -0.5 -0.2 0.130
H 2.987070 22.712726 -2.275328 -0.1 -0.4 0.7 0.123
C 1.225268 24.722629 6.719953 1.9 1.1 1.2 -0.073
C 0.148690 24.080919 7.503678 0.2 -0.7 -1.1 -0.265
O -0.466054 23.208395 6.595572 0.0 -2.2 1.2 -0.099
H 1.350688 25.720564 7.113798 0.5 0.6 -0.2 0.084
H 1.178896 24.737166 5.661142 -1.3 0.3 -1.1 0.053
H 2.163188 24.218062 6.785154 0.8 -0.4 0.8 0.038
H -0.550550 24.829580 7.806814 -0.6 0.4 0.7 0.108
H 0.492897 23.485376 8.337968 0.1 0.1 0.4 0.120
H -1.043828 23.757819 6.120877 -1.5 0.9 -1.8 0.015
C 1.181303 18.414775 3.738123 0.9 -0.6 1.6 -0.070
C 1.496927 17.106743 4.550435 -1.9 -0.4 -2.2 -0.220
O 0.378128 16.696529 5.377361 -0.5 -0.2 -1.3 -0.123
H 2.050009 18.739593 3.220621 1.0 -0.1 -0.7 0.051
H 1.095370 19.171323 4.489057 -0.3 0.7 0.5 0.023
H 0.351439 18.564085 3.082079 -0.8 -0.8 -0.3 0.047
H 2.314042 17.306469 5.198204 0.8 -0.1 0.4 0.086
H 1.644697 16.232611 3.864382 0.6 0.8 0.5 0.121
H -0.271551 16.351722 4.721938 0.5 0.2 0.9 0.106
C -0.896430 22.019324 0.354932 -2.9 -1.1 0.2 -0.075
C 0.462782 21.459872 0.491225 -0.8 -1.9 -1.2 -0.363
O 1.392855 22.413797 0.658544 2.2 2.6 -0.3 -0.089
H -1.156794 22.305758 -0.665240 0.1 0.2 0.0 0.076
H -1.081447 22.844543 1.032847 0.2 0.3 0.1 0.058
H -1.686840 21.242106 0.668526 1.1 0.9 -0.6 0.097
H 0.693372 20.830418 -0.413373 -0.2 0.1 1.0 0.145
H 0.561116 20.934422 1.397979 -0.5 -1.8 0.9 0.087
H 1.958250 22.437617 -0.127195 0.2 0.6 0.2 0.045
C -0.857722 19.686333 7.326655 -1.7 -0.1 7.2 -0.643
O -1.022490 20.123305 8.595842 1.0 -1.5 -5.5 -0.101
N -0.589735 20.378488 6.275481 2.0 5.2 -1.5 0.160
N -0.939165 18.404248 7.015936 -1.1 -1.3 1.3 0.181
H -0.302453 21.369582 6.400062 -0.8 -0.7 0.0 0.105
H -0.856175 20.149400 5.351363 -0.1 -0.9 -0.6 0.055
H -1.128528 17.797910 7.781910 -0.1 -0.5 0.2 0.112
H -0.620818 18.018769 6.153596 0.4 -0.3 -0.3 0.053
C 5.360984 18.749678 4.443265 -3.6 -3.9 5.8 -0.561
O 5.353775 17.613890 5.237370 0.6 5.3 -4.2 -0.152
N 6.329079 19.056663 3.603010 1.7 -0.3 -1.8 0.118
N 4.333010 19.662503 4.609618 0.9 -0.5 -0.7 0.173
H 6.991089 18.272117 3.563183 -0.3 0.8 -0.4 0.120
H 6.313696 19.869633 2.889916 -0.2 -2.6 1.8 0.059
H 3.572965 19.599285 5.273366 0.3 -0.9 0.4 0.055
H 4.179397 20.403201 3.948709 0.4 0.3 -0.3 0.038
C 5.324271 21.714379 1.889390 -5.9 -0.4 -0.2 -0.570
O 4.189413 21.823518 2.605280 5.7 0.1 -3.7 -0.052
N 6.480620 21.384867 2.380455 3.2 0.4 5.8 0.100
N 5.424682 21.733522 0.501813 -2.6 1.2 -0.1 0.151
H 6.535334 21.456452 3.469853 0.0 0.0 -2.7 0.192
H 7.383896 21.203793 1.927318 -1.0 0.7 -0.2 0.152
H 4.508812 22.007375 0.100470 1.0 -0.6 -0.1 0.081
H 5.935720 21.000596 0.019442 -0.2 0.3 0.3 0.109
C 0.007656 25.757308 1.853772 0.2 1.3 -1.6 -0.177
O 0.214167 25.580981 3.195666 -0.8 0.3 1.5 -0.129
H 0.703406 26.551887 1.479678 -0.6 -0.5 -0.1 0.094
H -1.030723 26.072335 1.681873 0.2 0.2 0.1 0.091
H 0.139998 24.871768 1.239195 0.2 -0.4 0.0 0.053
H 0.928025 24.963902 3.367764 0.5 -0.6 0.0 0.034
C 1.548632 22.297249 4.114524 -1.5 -1.3 -0.7 -0.118
O 1.727640 23.428734 3.291113 0.7 0.3 -0.1 -0.137
H 0.491622 22.210068 4.243534 -1.0 0.1 1.0 0.063
H 2.059088 22.248923 5.062237 0.4 0.5 0.1 0.083
H 1.697151 21.374105 3.571433 1.0 -0.3 -0.3 0.072
H 1.396742 23.143885 2.419004 0.7 0.2 -0.1 0.061
C -2.665844 25.709878 4.783831 -0.3 0.2 0.2 -0.125
O -1.878832 24.504012 4.641377 -1.2 1.0 0.0 -0.149
H -3.481046 25.909094 4.016821 1.6 -0.2 0.2 0.098
H -2.105176 26.614476 5.115320 0.2 -0.5 -1.2 0.093
H -3.246907 25.576904 5.660201 -0.7 -0.7 1.0 0.052
H -1.216006 24.639657 3.953614 0.4 0.5 -0.1 0.038
C -2.291472 21.290554 3.948392 0.5 1.2 -3.6 -0.098
O -1.453142 20.197382 3.425438 -0.3 0.6 1.3 -0.161
H -3.303015 21.054195 3.716896 -1.0 -0.1 -0.2 0.072
H -2.009962 22.220730 3.347946 -0.5 -1.0 0.8 0.084
H -2.274433 21.589689 4.968395 0.9 -0.6 1.0 0.060
H -1.902045 19.801280 2.665523 0.0 0.3 0.4 0.079
```
Positions in Å, forces in eV/Å.